No. 1
C28H63F7NO18S2V | wB97M-V/def2-TZVPD

## Properties
* HOMO energy (alpha / beta): -4.397 / -9.305 eV
* spin multiplicity: 5
* LUMO energy (alpha / beta): 0.23 / 0.13 eV
* frontier orbital gap (alpha / beta): 4.62 / 9.43 eV

Element x y z (Å)
V -3.2376 -0.0194 1.2528
C -1.0770 -0.0427 -2.1706
F -0.8004 1.1270 -1.5785
F -2.2418 -0.0236 -2.7335
F -0.1701 -0.2586 -3.0770
S -0.9714 -1.5018 -0.8313
O -2.1338 -2.3786 -1.1234
O 0.3419 -2.1828 -1.0271
N -1.2868 -0.5729 0.6877
S 0.1767 -0.1585 1.0543
O 1.0696 0.0914 -0.0661
O 0.1302 0.8836 2.0802
C 0.8360 -1.7447 2.0220
F 2.0481 -2.0819 1.4866
F 0.9065 -1.4864 3.3755
F -0.0058 -2.7583 1.7963
C -0.2794 -7.8131 2.7896
C 0.1546 -6.4307 3.2809
O -1.0960 -5.8532 3.6554
C -2.1311 -6.7328 3.4139
O -3.2543 -6.4808 3.5796
O -1.6846 -7.7875 2.8120
F 0.6200 -5.6333 2.3571
H 0.0768 -8.6228 3.4265
H 0.1979 -7.9084 1.8144
H 0.8820 -6.4852 4.0909
C -0.1523 5.5064 3.9303
C 0.7684 4.5604 3.2608
C 0.0028 4.2172 1.9366
O -1.3339 4.2494 2.3539
C -1.5199 5.2214 3.3020
H 0.1330 6.5275 3.6775
H -0.1824 5.3401 5.0072
H 0.9095 3.6530 3.8480
H 1.7443 4.9912 3.0369
H 0.3042 3.2533 1.5265
H 0.2234 4.9720 1.1819
H -2.1535 4.8817 4.1213
H -1.9238 6.1215 2.8386
C 3.7050 1.8847 -2.2038
C 2.3524 2.5351 -2.2392
C 2.4139 3.7709 -1.2973
O 3.8098 3.8191 -0.9216
C 4.6317 3.0353 -1.8301
H 4.0118 1.4880 -3.1716
H 3.6148 1.1258 -1.4266
H 1.5937 1.8046 -1.9586
H 2.0027 2.7376 -3.2515
H 1.7597 3.6022 -0.4419
H 2.0800 4.7136 -1.7308
H 5.5234 2.7575 -1.2682
H 4.8591 3.5298 -2.7745
C -2.0231 0.5802 -6.4955
C -0.5224 0.5896 -6.6325
C -0.0425 2.0005 -6.3081
O -1.2936 2.6899 -6.0779
C -2.3527 1.9999 -6.6873
H -2.2927 0.3220 -5.4714
H -2.5752 -0.0778 -7.1666
H -0.1874 0.2817 -7.6230
H -0.0552 -0.1706 -6.0065
H 0.5079 2.3893 -7.1648
H 0.6141 2.0350 -5.4387
H -2.3003 2.3705 -7.7110
H -3.3718 2.1502 -6.3310
C 4.8432 2.0065 2.5882
C 3.7104 2.4568 3.4269
C 3.1896 1.0629 3.9219
O 3.3990 0.1727 2.8890
C 4.1801 0.8154 1.8484
H 5.6665 1.7035 3.2350
H 5.2585 2.7977 1.9640
H 2.9763 2.9086 2.7597
H 3.9134 3.1252 4.2636
H 2.1657 1.0200 4.2934
H 3.7904 0.6870 4.7500
H 3.4694 1.1105 1.0764
H 4.9022 0.1526 1.3715
C -5.1594 0.5879 -1.3716
O -4.2405 -0.3981 -0.8053
H -5.0066 0.9910 -2.3727
H -6.0777 0.0297 -1.5539
H -5.2793 1.4321 -0.6926
H -4.1828 -1.1970 -1.3345
C -2.2935 -3.4788 -4.6508
O -1.2626 -3.6572 -3.7021
H -2.7252 -4.4418 -4.9233
H -3.0841 -2.8480 -4.2445
H -1.8823 -2.8966 -5.4755
H -1.6680 -4.1362 -2.9756
C -2.5120 2.8702 -0.1265
O -2.8490 2.1111 1.0977
H -2.7965 3.9126 0.0168
H -1.4397 2.9301 -0.3131
H -2.9418 2.4625 -1.0415
H -2.4770 2.6687 1.7849
C -3.3117 -3.3857 1.8308
O -3.9951 -2.2300 1.5142
H -3.1496 -4.0070 0.9500
H -2.2825 -3.1004 2.0486
H -3.8249 -3.8763 2.6578
H -4.8957 -2.5188 1.3495
C -2.8974 -0.6045 4.5019
O -2.4178 0.1390 3.4080
H -3.5365 0.0344 5.1113
H -3.5314 -1.3903 4.0914
H -2.0206 -0.9549 5.0465
H -1.7992 0.7570 3.8043
C 3.8668 -2.5814 4.7117
O 4.8066 -1.9584 3.8430
H 3.1132 -1.8908 5.0903
H 3.3527 -3.3063 4.0807
H 4.4263 -3.0842 5.5006
H 4.3563 -1.2649 3.3552
C 1.8025 -2.4778 -5.4669
O 1.6868 -3.7908 -4.8137
H 2.7910 -2.0328 -5.3525
H 1.5153 -2.4299 -6.5173
H 1.1566 -1.8415 -4.8618
H 0.8481 -3.7682 -4.3470

=====

No. 2
C5H15CrFINO2 | wB97M-V/def2-TZVPD

## Properties
* HOMO energy (alpha / beta): -7.219 / -7.544 eV
* spin multiplicity: 5
* LUMO energy (alpha / beta): -0.04 / -0.17 eV
* frontier orbital gap (alpha / beta): 7.18 / 7.38 eV

Element x y z (Å)
Cr 1.1492 -0.4242 -1.4498
I -0.4378 -1.6220 -3.4948
F 1.7027 0.9291 -2.6501
C -2.2125 1.2268 0.9172
C -0.9431 0.5205 0.4691
C -1.0492 -0.9870 0.5504
O 0.1038 -1.6064 -0.0187
C -0.0011 -3.0184 0.0805
N -0.5375 0.8704 -0.9010
H -3.0797 0.8718 0.3549
H -2.1489 2.3134 0.8590
H -2.4251 1.0517 1.9775
H -0.1670 0.8647 1.1590
H -1.9574 -1.2982 0.0143
H -1.1994 -1.3316 1.5783
H -0.9445 -3.3671 -0.3444
H 0.0564 -3.3354 1.1262
H 0.8023 -3.5040 -0.4664
H -0.4321 1.8765 -0.9880
H -1.2856 0.6268 -1.5525
C 2.3840 1.8764 0.4459
O 2.2617 0.4675 0.3476
H 1.9805 2.3956 -0.4256
H 1.8697 2.2897 1.3187
H 3.4125 2.2409 0.4858
H 3.0981 0.0726 0.6070

=====

No. 3
C29H23BrCuN8O3S2 | wB97M-V/def2-TZVPD

## Properties
* HOMO energy: -4.549 eV
* energy relative to the best compared isomer or geometry (same formula, charge and spin): 0.0 kJ/mol
* LUMO energy: 2.09 eV
* frontier orbital gap: 6.64 eV
* charge: -1

Element x y z (Å)
Cu 0.3628 0.6256 -0.3271
Br -6.6988 0.0508 -0.0427
C -5.7395 -1.0584 1.1584
C -5.9802 -2.4211 1.1702
C -5.2613 -3.2236 2.0428
C -4.2864 -2.6773 2.8682
C -4.0881 -1.2974 2.8752
C -4.8126 -0.4871 2.0171
N -3.6345 -3.5824 3.7729
N -2.4118 -3.5286 4.0172
C -1.5240 -2.6839 3.3073
C -0.6182 -1.9786 4.0824
C 0.1795 -0.9638 3.5747
C 0.1337 -0.6102 2.2123
O 0.7906 0.3447 1.7032
C -0.7153 -1.4543 1.3674
N -0.6840 -1.1810 0.0420
C -1.3676 -1.9259 -0.7942
C -2.1129 -3.0372 -0.3692
C -2.1777 -3.3190 0.9664
C -1.5047 -2.4958 1.8975
H -6.7211 -2.8480 0.5084
H -5.4364 -4.2916 2.0843
H -3.3475 -0.8541 3.5271
H -4.6414 0.5807 1.9983
H -0.5954 -2.2020 5.1435
H 0.8450 -0.4070 4.2208
H -1.3215 -1.6543 -1.8429
H -2.6267 -3.6507 -1.0971
H -2.7335 -4.1780 1.3171
O -0.8359 2.3856 -0.5565
N -2.0625 2.4893 -0.2346
C -2.6920 3.5290 -0.7498
C -4.0667 3.7303 -0.4302
N -5.1724 3.9149 -0.1684
C -2.0071 4.4357 -1.6189
N -1.3980 5.1208 -2.3167
N 1.0813 3.1214 -2.3925
C 1.6315 1.9447 -2.7218
N 1.5049 0.8494 -2.0200
C 2.1980 -0.2026 -2.6074
C 2.2651 -1.4963 -2.1000
C 3.0074 -2.4412 -2.7849
C 3.6846 -2.1153 -3.9612
C 3.6295 -0.8292 -4.4726
C 2.8821 0.1151 -3.7845
S 2.6449 1.8039 -4.1508
H 0.2963 3.0900 -1.7296
H 1.0212 3.8432 -3.0908
H 1.7492 -1.7270 -1.1761
H 3.0705 -3.4490 -2.3952
H 4.2639 -2.8703 -4.4762
H 4.1585 -0.5692 -5.3802
O 4.6763 0.2145 1.5060
S 3.7197 0.6277 0.4359
C 4.7552 1.4776 -0.8322
C 4.5892 2.9925 -0.6935
C 4.0974 3.2544 0.7255
C 3.0096 2.2198 0.9442
H 4.4910 1.1025 -1.8208
H 5.7599 1.1353 -0.5832
H 3.8349 3.3450 -1.4029
H 5.5202 3.5162 -0.9184
H 3.7199 4.2713 0.8469
H 4.9022 3.1003 1.4482
H 2.1445 2.4014 0.2998
H 2.6549 2.0777 1.9623